Run w
DFT (ωB97M-V with the def2-TZVPD basis set) results for a molecular structure, C34H57F3N2O2SiY.

The value obtained for the molecular weight is 699.828 g/mol. The HOMO energy comes out at -10.6 eV. The calculation puts the HOMO-LUMO gap at 0.316 hartree. Its net charge is +1. Its spin multiplicity is 1.

Geometry (Å):
O 0.330 3.357 0.508
O -0.907 2.792 -1.570
C 0.203 3.497 1.979
C 1.217 2.887 2.958
H -0.783 3.033 2.138
H 0.074 4.590 2.240
H 1.145 1.805 3.028
H 0.985 3.333 3.942
H 2.246 3.174 2.721
C 1.619 2.679 0.097
C 2.730 3.626 -0.403
H 1.325 1.935 -0.674
H 1.958 2.106 0.987
H 2.393 4.094 -1.312
H 3.638 3.069 -0.630
H 3.057 4.446 0.249
C -0.857 2.097 -2.959
C -1.477 4.210 -1.408
C 0.568 1.976 -3.388
H -1.465 2.758 -3.572
H -1.297 1.117 -2.752
H 1.040 2.967 -3.365
H 0.576 1.631 -4.429
H 1.211 1.278 -2.832
C -0.565 5.063 -2.241
H -1.326 4.357 -0.331
H -2.520 4.101 -1.731
H 0.499 4.812 -2.016
H -0.794 6.109 -1.979
H -0.759 4.857 -3.309
H -0.370 2.600 -0.739
N 1.518 -2.066 1.572
C 1.815 -3.374 1.610
C 1.232 -4.348 0.795
C 0.481 -4.109 -0.353
C 2.871 -3.889 2.559
H 2.798 -3.439 3.552
H 3.888 -3.705 2.178
H 2.737 -4.969 2.707
C 0.313 -5.245 -1.323
H 0.716 -5.017 -2.305
H -0.724 -5.555 -1.404
H 0.889 -6.074 -0.922
N -0.102 -2.944 -0.621
C 2.521 -1.174 2.091
C 2.415 -0.689 3.412
C 1.316 -1.132 4.327
C 3.381 0.181 3.889
H 3.275 0.596 4.897
C 4.486 0.538 3.122
H 5.243 1.228 3.523
C 4.623 -0.011 1.844
H 5.509 0.235 1.253
C 3.686 -0.903 1.341
C 3.951 -1.563 0.027
C -0.826 -2.630 -1.810
C -2.230 -2.745 -1.796
C -2.908 -3.407 -0.629
C -2.955 -2.088 -2.808
H -4.053 -2.157 -2.796
C -2.289 -1.380 -3.788
H -2.848 -0.895 -4.593
C -0.885 -1.336 -3.823
H -0.362 -0.834 -4.635
C -0.129 -1.967 -2.850
C 1.372 -1.811 -2.803
Y -0.768 -1.509 0.843
H 0.320 -0.894 3.936
H 1.421 -0.615 5.293
H 1.343 -2.208 4.546
H 3.079 -1.502 -0.638
H 4.245 -2.624 0.124
H 4.788 -1.057 -0.485
H -3.992 -3.480 -0.816
H -2.817 -2.867 0.350
H -2.526 -4.431 -0.462
H 1.857 -2.654 -2.300
H 1.687 -0.905 -2.259
H 1.784 -1.713 -3.818
H 1.564 -5.367 0.956
C -1.667 0.296 0.036
Si -3.355 1.033 -0.140
H -0.935 -0.047 -0.875
H -1.158 0.645 1.083
C -3.739 2.588 0.887
C -4.574 -0.284 0.298
C -3.857 1.486 -1.877
H -4.960 1.465 -1.864
H -3.518 0.742 -2.607
H -3.579 2.493 -2.215
H -3.646 2.377 1.950
H -4.780 2.864 0.692
H -3.114 3.450 0.648
H -4.346 -0.828 1.224
H -4.649 -0.987 -0.545
H -5.550 0.215 0.416
F -1.522 -2.848 3.584
C -2.056 -1.769 2.838
F -3.431 -2.050 2.795
F -1.967 -0.689 3.752

=====

Run x
DFT (ωB97M-V with the def2-TZVPD basis set) results for a molecular structure, C34H57F3N2O2SiY.

The value obtained for the molecular weight is 699.828 g/mol. The HOMO energy comes out at -10.5 eV. The calculation puts the HOMO-LUMO gap at 0.293 hartree. Its net charge is +1. Its spin multiplicity is 1.

Geometry (Å):
O 1.594 -2.431 -3.459
O 1.028 -1.051 -5.232
C 2.946 -2.385 -2.853
C 2.967 -3.027 -1.522
H 3.224 -1.322 -2.808
H 3.586 -2.893 -3.576
H 2.446 -2.430 -0.764
H 4.005 -3.129 -1.235
H 2.545 -4.024 -1.518
C 0.383 -2.994 -2.795
C 0.026 -4.196 -3.621
H -0.390 -2.217 -2.861
H 0.599 -3.182 -1.744
H -0.172 -3.883 -4.644
H -0.873 -4.685 -3.197
H 0.840 -4.939 -3.624
C -0.144 -0.226 -5.381
C 1.932 -0.996 -6.386
C -1.397 -1.046 -5.238
H -0.147 0.229 -6.383
H -0.088 0.591 -4.634
H -1.284 -2.005 -5.750
H -2.179 -0.464 -5.743
H -1.679 -1.201 -4.194
C 1.482 -2.059 -7.348
H 2.942 -1.135 -5.973
H 1.900 0.010 -6.842
H 1.108 -2.921 -6.792
H 2.308 -2.339 -7.991
H 0.653 -1.659 -7.961
H 1.437 -2.205 -4.445
N -0.660 -0.355 1.226
C -1.500 0.137 2.161
C -2.255 1.310 1.998
C -2.520 2.019 0.815
C -1.631 -0.627 3.461
H -0.649 -0.998 3.778
H -2.309 -1.488 3.352
H -2.030 0.019 4.251
C -3.684 2.974 0.781
H -4.414 2.691 0.013
H -3.385 4.015 0.608
H -4.182 2.931 1.753
N -1.750 1.905 -0.279
C -0.335 -1.743 1.220
C 0.916 -2.183 1.705
C 1.883 -1.197 2.270
C 1.206 -3.545 1.702
H 2.164 -3.883 2.081
C 0.269 -4.474 1.230
H 0.514 -5.537 1.233
C -0.966 -4.033 0.773
H -1.715 -4.758 0.415
C -1.291 -2.687 0.783
C -2.640 -2.200 0.356
C -2.065 2.534 -1.520
C -1.445 3.754 -1.844
C -0.616 4.464 -0.803
C -1.466 4.212 -3.171
H -0.921 5.115 -3.426
C -2.150 3.469 -4.135
H -2.141 3.800 -5.178
C -2.848 2.318 -3.795
H -3.397 1.747 -4.546
C -2.841 1.836 -2.473
C -3.523 0.552 -2.131
Y 0.455 1.216 -0.173
H 2.284 -0.493 1.515
H 2.751 -1.735 2.672
H 1.451 -0.600 3.088
H -2.560 -1.372 -0.359
H -3.233 -1.855 1.213
H -3.203 -3.012 -0.125
H -0.271 5.425 -1.199
H 0.298 3.890 -0.521
H -1.195 4.657 0.113
H -3.933 0.545 -1.111
H -2.854 -0.316 -2.230
H -4.360 0.389 -2.824
H -2.792 1.670 2.876
C 1.169 1.789 -2.093
Si 2.295 2.574 -3.335
H 0.281 1.493 -2.743
H 1.684 0.745 -1.965
C 3.812 1.545 -3.706
C 2.673 4.233 -2.585
C 1.467 2.794 -4.995
H 1.913 3.683 -5.461
H 0.385 2.954 -4.920
H 1.643 1.933 -5.650
H 4.368 1.292 -2.783
H 4.485 2.102 -4.368
H 3.542 0.599 -4.209
H 2.944 4.124 -1.528
H 1.777 4.866 -2.638
H 3.496 4.712 -3.124
F 2.242 2.377 2.429
C 2.391 2.334 1.050
F 2.820 3.611 0.722
F 3.532 1.545 0.857

=====

Calculated relative energies: run w 0.0327; run x 0.0000, given in hartree